14
Properties=species:S:1:pos:R:3:forces:R:3 method="wB97M-V/def2-TZVPD" lumo_energy_ev=-3.52 charge=+1 e_above_lowest_kcal_mol=105.7 smiles="C#C[N@@H+](C)C=C" homo_energy_ev=-15.186
H -3.362330 1.672176 -0.142585 -3.223 1.932 -0.472
C 1.578279 1.439902 0.249210 -1.403 -0.878 -0.274
C 0.726294 0.653488 -0.403345 1.681 1.309 2.528
C -2.492554 1.200499 -0.093768 4.068 -3.036 0.751
H -0.564686 -2.302645 0.714033 -0.441 1.059 -0.908
N -0.288766 -0.128897 0.365216 0.057 -0.372 -0.611
H 0.728698 0.706117 -1.427425 -0.822 -0.916 -2.410
H 1.355927 1.465947 1.297169 0.916 0.519 0.735
H -1.051951 -1.527055 -1.004478 0.341 -0.600 1.336
C -0.357642 -1.575950 -0.118790 0.267 -1.023 -1.226
H 2.313501 2.061333 -0.264784 -0.272 -0.252 0.386
C -1.552483 0.472716 0.099140 -0.320 1.144 0.845
H 0.607810 -1.890403 -0.555383 -0.179 0.529 0.487
H 0.001573 -0.172127 1.382668 -0.670 0.584 -1.166


18
Properties=species:S:1:pos:R:3:forces:R:3 method="wB97M-V/def2-TZVPD" lumo_energy_ev=0.38 smiles="CCC(=O)O.O=BO.O" homo_energy_ev=-10.846
O 3.269067 -1.549847 0.308334 -0.325 -2.024 0.834
H 1.166172 2.008566 0.075436 0.864 2.727 0.077
B 3.652211 -0.445378 0.056038 -0.556 2.614 -1.122
C -1.927360 -1.098716 -0.426364 -1.926 -1.810 0.461
H -3.831056 0.062039 -0.597778 0.935 0.069 -0.037
H 1.354574 3.646706 0.221970 -1.507 1.547 0.751
H -1.979225 -1.250128 -1.483019 0.562 0.396 -0.933
H -2.239771 -2.121107 -0.087406 0.354 0.735 -0.101
O 1.752448 2.853133 -0.022824 0.617 -4.719 -0.850
H 3.352811 1.557270 -0.480753 -0.087 -0.520 0.431
O 3.918869 0.768345 -0.373586 0.652 0.163 0.021
C -0.565523 -0.887110 0.105907 -0.173 1.293 -0.166
O -0.115510 0.180984 0.436427 0.298 1.023 0.251
O 0.100438 -1.986710 0.206654 0.945 -2.423 0.580
H 0.875260 -1.935540 0.799168 0.129 0.448 -0.639
C -2.960066 -0.094543 0.074974 0.113 0.630 -0.205
H -3.445988 -0.571493 0.933476 0.419 0.827 0.439
H -2.377352 0.863527 0.253350 -1.314 -0.976 0.209


13
Properties=species:S:1:pos:R:3:forces:R:3 method="wB97M-V/def2-TZVPD" lumo_energy_ev=-1.10 e_above_lowest_kcal_mol=38.0 homo_energy_ev=-8.392
C 1.022143 -0.862393 1.197835 -1.061 -0.722 -0.099
C 1.327686 1.622299 1.355233 -0.349 2.301 2.715
H 1.064637 -1.493242 -0.913226 -0.306 -0.531 0.352
O -2.078873 0.581695 -1.398331 -1.537 -0.013 0.147
H -2.793370 0.337097 -2.001089 0.160 0.391 -0.317
O 2.383291 1.919431 1.786481 -0.833 -1.664 -1.631
O -0.479925 -0.532535 -2.540343 -0.748 -0.251 0.582
Cu -1.300027 0.131092 1.721466 1.580 -0.418 -0.399
C -1.086072 -0.297876 -1.524519 1.954 0.231 -1.028
C 0.546438 -1.202016 0.004408 1.250 0.940 -0.276
H 2.002390 -1.322918 1.378365 -0.169 0.364 0.075
O 0.160472 1.834212 1.244289 0.515 -0.511 -1.021
O -0.768790 -0.714846 -0.310567 -0.456 -0.116 0.900


56
Properties=species:S:1:pos:R:3:forces:R:3 method="wB97M-V/def2-TZVPD" multiplicity=3 lumo_energy_ev="-2.30 / -5.43" charge=+1 e_above_lowest_kcal_mol=62.7 homo_energy_ev="-11.488 / -11.551"
H 2.920253 0.772929 -0.193849 -1.103 0.543 0.356
C -2.203085 -0.832727 -2.029797 -0.580 1.647 2.277
H -1.896492 1.870315 -1.256272 -0.408 -0.773 0.021
C 2.713184 -2.716339 3.322745 0.678 -0.284 1.481
Pt -0.309327 -0.000887 0.222625 -3.092 -1.853 -2.287
H 4.388680 3.109366 -2.484734 -0.183 0.368 -0.268
H -0.658809 -1.604907 -3.398135 -0.181 0.662 0.703
H -2.810701 -1.605639 -2.411187 -0.791 -0.915 -0.497
N 0.104606 -1.850591 0.907087 -2.247 0.535 -0.303
C -0.824487 -0.808598 -2.627554 0.046 0.602 -1.759
C 2.432181 -2.207241 0.587642 -0.915 -0.624 0.161
H 0.349536 3.472010 -0.755932 -0.657 -0.469 1.285
H -3.251591 0.681765 0.178927 -0.050 -0.360 0.054
H 4.821453 -3.156652 2.840686 -0.680 0.282 0.038
H -0.744833 0.193766 -3.148923 0.519 -1.182 0.568
H -3.036798 -2.790696 0.143487 -0.480 -0.515 0.001
C -3.390594 -0.407019 0.153902 -0.209 -0.194 -1.569
H -1.639690 2.391373 1.337277 -0.251 0.261 -0.933
H -3.561002 -0.780586 1.142964 0.683 -0.129 0.812
S 0.793508 1.704819 0.772946 2.707 0.372 1.679
H -1.831803 4.051712 0.875691 -0.145 0.259 0.088
C 1.290412 -2.175296 1.446367 1.894 -0.338 -0.114
H -0.083358 -0.913091 -1.833179 0.262 0.043 -0.486
H -1.728862 -2.992189 -1.015602 0.299 -0.298 -0.222
C -2.160531 2.830962 -0.854337 -0.220 1.275 0.235
F 0.338767 -2.683899 3.534111 1.162 0.750 -0.356
F 4.717515 -2.672422 0.300550 -0.919 0.278 0.688
H -1.856761 3.512260 -1.681761 0.132 0.011 0.894
C 3.128224 2.918204 -0.707102 0.145 -0.552 1.867
F 2.201645 -2.331923 -0.744881 0.380 0.798 0.838
C 3.820394 -2.846615 2.506784 0.120 1.141 -1.125
H 3.728483 3.601563 -0.067659 -0.942 -0.033 -0.411
C -4.708615 -0.743857 -0.578256 0.032 -0.673 -0.839
H 0.515006 4.025095 0.867069 0.457 0.794 1.149
H 2.949556 1.785173 1.241548 0.437 0.197 0.129
N -2.147192 -1.010691 -0.481370 -0.512 -0.154 -0.582
H -0.819943 -3.761278 0.930819 0.041 0.927 0.440
H -3.231454 3.055253 -0.712101 0.238 -0.838 -0.319
C 1.465654 -2.464535 2.790004 -1.479 -0.793 0.315
C -2.056422 -2.458271 -0.141185 0.420 1.297 0.804
C -1.464424 3.108072 0.493072 0.161 0.401 0.059
H -5.032633 -1.809678 -0.568117 0.468 0.526 0.612
H 3.368854 1.668759 -2.256293 -0.515 -1.022 -1.487
F 2.805607 -2.857512 4.679535 -0.041 -0.172 -1.568
C -1.102424 -2.672326 1.045250 0.594 -2.279 -0.931
H -4.697688 -0.563267 -1.671201 -0.065 0.585 0.734
H 2.316381 3.364276 -1.242874 -0.529 0.909 0.256
C 2.546514 1.740091 0.234747 1.223 0.873 -0.942
C 0.037957 3.256361 0.325386 0.574 -0.535 -2.597
H -5.477331 -0.162586 -0.075151 -0.226 0.023 -0.274
C 3.994707 2.377736 -1.801149 1.232 -0.836 1.049
O 0.804753 1.551832 2.246928 0.450 1.147 0.105
H -1.560477 -2.622824 2.031855 -0.025 0.567 0.028
H 4.855152 1.813555 -1.412902 -0.124 0.187 0.008
C 3.653148 -2.487984 1.133367 1.380 -1.405 0.350
H -2.774819 0.134862 -2.141871 0.835 -1.034 -0.210


Electronic energy values (in eV) by entry order: -6793.5036 -14173.1761 -59070.3215 -49104.4979.